Version P
C3H11NS2 | the ωB97M-V functional and the def2-TZVPD basis

```
! wB97M-V def2-TZVPD RIJCOSX def2/J DEFGRID3
* xyz 0 1
S -1.18482 -0.64941 0.48970
S -1.66037 -0.02062 -1.29805
N 1.99037 0.52571 1.07789
C 2.31079 -0.57003 -1.12150
C 2.94480 0.30010 -0.01229
C -1.77302 0.78878 1.48818
H -1.37340 1.75042 1.16325
H 2.21435 1.20236 1.82750
H 1.88105 -1.44947 -0.59320
H 3.17494 1.29823 -0.35981
H -1.28508 0.67719 2.51036
H -2.85138 0.66448 1.67413
H 3.84767 -0.11610 0.47096
H 1.51451 -0.34293 1.38776
H 1.46275 0.00199 -1.52503
H -0.95863 1.11319 -1.45157
H 3.06822 -0.87196 -1.84239
*
```

Output
- Orbital gap: 9.1 eV
- Lowest unoccupied orbital energy: 0.7210 eV
- Structure (SMILES): CCN.CSS


Version Q
C3H11NS2 | the ωB97M-V functional and the def2-TZVPD basis

```
! wB97M-V def2-TZVPD RIJCOSX def2/J DEFGRID3
* xyz 0 1
S 1.40415 1.97231 1.36470
S 1.36109 0.25879 2.39318
N -2.52260 -1.79785 -2.03886
C 0.44590 -0.85476 1.31794
C -1.41895 -0.88383 -4.04016
C -1.52642 -0.82396 -2.53657
H -0.62623 -0.71145 1.39972
H 0.73807 -0.74503 0.27855
H -3.29659 -1.97325 -2.66097
H -2.07287 -2.63376 -1.69773
H 0.65328 -1.88977 1.60625
H -0.81431 -0.08792 -4.47835
H -1.13214 -1.87368 -4.41177
H -1.98394 0.12506 -2.23539
H -2.41723 -0.77466 -4.47601
H -0.62204 -0.95708 -1.94564
H 0.54893 2.71144 2.07068
*
```

Output
- Orbital gap: 9.6 eV
- Lowest unoccupied orbital energy: 0.7162 eV
- Structure (SMILES): CCN.CSS


Most stable of them? version Q.


Version P
C6H6F2N2 | the ωB97M-V functional and the def2-TZVPD basis

```
! wB97M-V def2-TZVPD RIJCOSX def2/J DEFGRID3
* xyz 0 1
F -1.50160 -3.24387 -0.92429
F -2.82295 -1.75211 0.15304
N -1.20912 1.59373 0.46947
N 0.37912 -1.63708 1.40325
C -0.55660 -1.66400 0.60801
C 1.18699 0.73237 -1.98093
C -0.66397 1.30000 -0.50578
C -1.61158 -2.24751 0.06021
C -0.09634 0.97672 -1.79238
C 1.58633 -0.78759 1.39837
H -0.77226 1.15393 -2.61326
H 1.56335 0.48063 -3.07170
H 1.80554 -0.50225 0.25291
H 1.30005 0.10866 1.80121
H 2.37409 -1.27338 1.94359
H 1.72374 0.76797 -1.10189
*
```

Output
- Orbital gap: 8.7 eV
- Lowest unoccupied orbital energy: 0.1744 eV
- Structure (SMILES): CN=C=C(F)F.C=CC#N


Version Q
C6H6F2N2 | the ωB97M-V functional and the def2-TZVPD basis

```
! wB97M-V def2-TZVPD RIJCOSX def2/J DEFGRID3
* xyz 0 1
F -0.03752 2.16138 0.13325
F 2.09370 2.05391 -0.47504
N -1.82790 -0.01582 0.27001
N -1.09290 -2.72969 -1.77136
C -1.29132 -0.28461 -1.00189
C 1.02008 1.29416 -0.18191
C 0.66929 -0.07322 -0.76853
C 1.34035 -0.18712 1.88522
C 1.13873 0.06027 0.60879
C -1.27119 -1.64217 -1.48354
H 1.22126 -0.43233 -1.68201
H -1.79028 -0.86343 0.79455
H -1.46272 0.83116 0.67184
H 1.62642 0.59288 2.42877
H 1.28791 -1.21893 2.25310
H -1.62391 0.45356 -1.68126
*
```

Output
- Orbital gap: 9.1 eV
- Lowest unoccupied orbital energy: -0.2454 eV


Most stable of them? version Q.


Version P
C2HNO2 | the ωB97M-V functional and the def2-TZVPD basis

```
! wB97M-V def2-TZVPD RIJCOSX def2/J DEFGRID3
* xyz 0 3
O 2.54984 -1.49463 -0.35044
O 0.99482 0.07125 0.39926
N -0.98645 0.00028 -0.32456
C 1.76024 -0.70883 0.00383
C -1.80303 0.68837 0.05333
H -2.51542 1.44356 0.21859
*
```

Output
- Orbital gap (spin up / spin down): 6.0 / 8.4 eV
- Lowest unoccupied orbital energy (spin up / spin down): 0.6173 / -3.8517 eV


Version Q
C2HNO2 | the ωB97M-V functional and the def2-TZVPD basis

```
! wB97M-V def2-TZVPD RIJCOSX def2/J DEFGRID3
* xyz 0 3
O -1.37080 -0.28494 -1.86563
O -0.07432 0.30822 1.11891
N 1.97191 1.20541 0.19479
C -1.64384 -1.31655 -1.62370
C 1.07094 0.68330 0.64950
H 0.04611 -0.59545 1.52613
*
```

Output
- Orbital gap (spin up / spin down): 6.8 / 6.7 eV
- Lowest unoccupied orbital energy (spin up / spin down): 0.1482 / -4.6691 eV


Most stable of them? version P.


Version P
CH3O2S | the ωB97M-V functional and the def2-TZVPD basis

```
! wB97M-V def2-TZVPD RIJCOSX def2/J DEFGRID3
* xyz -1 1
S 1.06716 -0.44888 -0.48346
O 1.49519 -1.47128 0.52053
O 1.23541 2.15675 0.15473
C -0.71127 -0.11531 -0.09801
H -1.16842 -1.02136 0.28793
H -0.72452 0.68817 0.63235
H -1.19355 0.21192 -1.01406
*
```

Output
- Orbital gap (spin up / spin down): 7.1 / 6.6 eV
- Lowest unoccupied orbital energy (spin up / spin down): 3.7552 / 4.0326 eV


Version Q
CH3O2S | the ωB97M-V functional and the def2-TZVPD basis

```
! wB97M-V def2-TZVPD RIJCOSX def2/J DEFGRID3
* xyz -1 1
S 0.01504 1.15101 0.51899
O -0.12214 2.48052 -0.29297
O -0.02356 1.43528 1.94133
C -0.93678 -0.24367 0.05274
H 1.56768 1.01040 0.45180
H -1.15808 -0.06311 -1.01485
H -0.17548 -1.04200 0.45224
*
```

Output
- Orbital gap: 7.7 eV
- Lowest unoccupied orbital energy: 4.1807 eV
- Structure (SMILES): C=[S@@H](=O)[O-]


Most stable of them? version Q.


Version P
C14H56N28O14 | the ωB97M-V functional and the def2-TZVPD basis

```
! wB97M-V def2-TZVPD RIJCOSX def2/J DEFGRID3
* xyz 0 1
O -0.11333 2.93969 -3.37975
O -2.17100 -2.21122 0.81070
O 4.23933 -1.56663 2.19500
O 4.46707 -0.68887 -3.87651
O -3.73077 2.23726 1.28813
O 0.73723 0.83017 3.26717
O 1.78843 -0.33836 -6.43248
O 1.62770 -4.30815 -2.17220
O -3.79284 -0.32014 4.63775
O -3.62376 -0.24605 -5.09553
O -1.28188 -1.07498 7.17473
O 1.29557 -3.34299 4.95511
O 1.58349 0.28872 -0.21832
O -3.52885 0.11232 -1.21859
N 2.01697 -2.39014 3.04167
N 4.47004 1.09737 -2.50107
N 6.07137 0.91576 -4.13817
N -0.47776 0.01985 -1.25072
N -3.76417 -3.79399 0.76045
N -3.17832 1.52480 -6.43684
N -2.93896 -2.18920 3.72385
N -2.91382 -3.03675 -1.21521
N -3.30173 -2.11046 5.97697
N 0.82920 4.66768 -2.25195
N -2.78899 1.09875 3.06406
N 5.46924 -2.87536 0.81493
N -2.65232 2.18208 -0.82113
N -4.98566 0.90976 2.62062
N -4.78368 1.98512 -1.56395
N 2.35425 2.11318 2.36913
N -0.86626 5.03703 -3.74633
N -2.65659 1.59710 -4.21292
N 0.52418 0.42065 -4.70392
N -0.23081 -0.25242 0.97504
N 3.35302 -2.88906 -2.53520
N -1.23114 0.79025 5.85760
N 4.19599 -1.26987 -0.06784
N 1.25802 -2.26461 -3.15694
N 3.32008 -2.29248 4.88800
N 1.52219 2.55717 4.47410
N 2.33173 1.61394 -5.43765
N -0.43589 -1.12532 5.02262
C -3.43058 -1.47843 4.79098
C -3.79696 1.41836 2.19220
C 2.04152 -3.25117 -2.62636
C 2.20937 -2.79922 4.32752
C 4.66755 -1.82187 1.07643
C -2.88911 -2.94511 0.14264
C 1.47056 1.82421 3.34757
C 4.99482 0.35266 -3.51546
C -0.06935 4.13779 -3.11814
C 0.37817 -0.02225 -0.19023
C -3.65845 1.32758 -1.16503
C -1.06155 -0.58267 6.08479
C -3.15064 0.86602 -5.24324
C 1.61960 0.45117 -5.51795
H -1.89290 1.77157 -0.30301
H 2.29915 3.17190 4.63304
H 1.02851 2.20500 5.27965
H 4.57491 -1.42586 -0.98015
H -0.90026 6.01770 -3.54416
H -4.79148 2.97923 -1.68696
H 6.50461 1.70676 -3.69934
H -2.58888 -1.72455 2.90671
H -1.34441 -0.42735 -0.97870
H 1.12653 -2.65189 2.65550
H -3.65598 1.17062 -7.24470
H 3.30591 -0.79076 0.01648
H -4.15738 -4.55014 0.23204
H -1.86569 1.48903 3.06052
H -4.01397 -3.68162 1.72347
H 3.02422 2.85165 2.42273
H -1.43302 4.67349 -4.49068
H -2.96146 0.25757 3.60122
H 3.73169 -2.09570 -3.04704
H 0.30351 -0.05011 1.81720
H -5.08855 0.39686 3.47881
H 2.77708 -1.98395 2.52456
H 6.04030 -3.37542 1.46864
H 3.53710 -2.52317 5.83903
H -5.81256 1.12671 2.09790
H -5.60617 1.47608 -1.82773
H 1.51686 3.99843 -1.94832
H -2.56728 -2.27290 -1.76435
H -0.25148 -0.47218 4.27953
H -0.31735 0.28225 -2.20401
H 2.28544 2.21091 -4.63128
H -1.89422 2.24753 -4.31836
H 3.02286 1.81394 -6.13444
H 1.74649 -1.38602 -3.14520
H -1.21636 1.05827 4.89521
H -3.59296 -1.57625 6.77580
H -2.62325 2.33290 -6.65410
H -1.15481 -0.66212 1.06115
H 1.02798 5.64696 -2.18215
H -2.83610 -2.99100 6.07569
H 5.67144 -3.04475 -0.15443
H 0.23518 -1.88818 5.00922
H 6.34305 0.67745 -5.07261
H 0.29250 1.29746 -4.25905
H -0.21225 -0.23944 -4.87597
H 4.83888 1.96321 -2.15689
H -3.04078 -3.18411 3.79968
H -2.69660 1.22584 -3.27790
H 0.26274 -2.34456 -3.10214
H -2.94764 3.12006 -0.61422
H 2.20686 1.44968 1.61033
H 4.02596 -3.57641 -2.25153
H 4.00093 -1.82272 4.31347
H -3.48669 -3.76166 -1.59943
H -1.70859 1.26615 6.60136
H 3.59682 0.78895 -2.10020
*
```

Output
- Orbital gap: 8.2 eV
- Lowest unoccupied orbital energy: -0.3130 eV


Version Q
C14H56N28O14 | the ωB97M-V functional and the def2-TZVPD basis

```
! wB97M-V def2-TZVPD RIJCOSX def2/J DEFGRID3
* xyz 0 1
O 5.50371 -7.08544 -1.67547
O 5.10724 3.71350 1.47586
O 3.48526 2.57747 7.66171
O -0.72966 7.87834 -2.67053
O 1.03198 6.67310 2.81904
O 2.56474 -3.46374 -6.01051
O -3.33236 -0.83993 -2.27312
O 1.09608 0.08136 1.43311
O -4.83337 0.02404 3.17673
O 4.13672 -4.69536 2.53802
O -0.02859 -1.55214 6.69596
O -3.01228 -5.42251 1.14320
O 0.16563 -5.12307 -2.85266
O -3.38906 4.14374 -1.08160
N 0.16313 -1.76143 0.55099
N 2.21069 -1.54589 -7.06571
N 1.54779 7.86534 -2.76978
N -5.37450 1.25520 1.46285
N -0.34316 -6.41211 -4.66293
N -3.28456 -4.30333 3.01035
N -0.21844 5.28398 1.56656
N 2.81797 1.92030 5.67400
N 4.10382 -2.43575 2.56216
N 0.57604 5.99241 -2.85653
N -2.11285 -1.72390 6.95406
N -1.30103 -1.09507 4.94510
N -1.00145 7.11849 2.31315
N -1.23490 -6.81476 -2.83933
N 4.33163 -6.59138 -3.60911
N -4.37707 -3.62168 1.29264
N 0.44576 -0.11433 -0.64857
N 4.50442 3.24590 5.86810
N -3.40359 1.40042 2.30942
N -5.32932 -1.23278 -3.17866
N -3.22127 3.57332 -3.12013
N 4.11905 3.18792 -0.45270
N 2.66920 -3.43183 3.62529
N 1.84755 -1.73604 -4.89656
N -4.69712 5.06757 -2.76947
N 4.82569 5.23033 -0.05652
N 3.89182 -5.48144 -1.75171
N -3.61977 -2.15816 -4.01286
C 4.68782 4.02511 0.36401
C -1.07700 -1.39321 6.21241
C 0.33557 7.26264 -2.81026
C -3.80593 4.26194 -2.16327
C -4.60756 0.86310 2.38097
C 3.58828 2.60910 6.49845
C 3.68112 -3.59964 2.91476
C -3.54782 -4.50504 1.74903
C -0.45908 -5.99718 -3.43765
C -4.06148 -1.43674 -3.00040
C 2.24169 -2.28653 -5.96671
C 0.00889 6.33770 2.30841
C 0.58883 -0.52841 0.48770
C 4.62891 -6.37182 -2.33343
H 5.05083 3.85843 6.45659
H -4.45902 -2.72618 1.75250
H -2.66936 1.20050 2.97352
H 3.94876 3.45049 -1.41299
H 4.49699 5.48244 -0.97766
H 3.45242 -6.24965 -3.97009
H -4.20807 -2.42763 -4.78835
H 5.48477 5.85185 0.39004
H 3.55026 -1.62609 2.80324
H -4.71078 4.92583 -3.76938
H -3.07293 -1.66879 6.64533
H 0.33550 -2.17536 1.45600
H -1.08363 5.03490 1.10885
H -3.31550 2.21148 1.71399
H -6.36895 1.12588 1.58308
H -0.92214 8.07716 2.62098
H 0.47627 -6.23673 -5.22674
H 4.83644 -7.42783 -3.86529
H -0.20295 5.37203 -2.68800
H 0.58967 0.88020 -0.74999
H -2.25361 -1.12199 4.61048
H -2.65738 -2.38472 -3.80651
H 2.38111 7.36327 -3.04109
H -1.71625 -7.51420 -3.38630
H 1.39970 8.83381 -2.52435
H 2.57169 -1.95934 -7.91356
H 2.04649 -4.22690 3.61080
H 1.83531 -2.44283 -4.17518
H -1.42446 -6.37257 -1.95128
H -2.60144 2.78656 -2.99008
H -2.05482 -1.44208 7.92220
H 2.14244 1.30444 6.10351
H 2.69313 2.23146 4.72127
H 1.39417 -0.83406 -4.86507
H -1.89277 7.00313 1.85234
H 2.59964 -2.63558 4.24274
H -5.70660 -0.55118 -2.53587
H -2.49210 -4.78252 3.41345
H 4.78001 3.18815 4.89814
H 1.60137 -0.74038 -7.06342
H -0.17797 -2.30055 -0.23202
H 4.94602 -2.39565 2.00611
H 0.43747 4.52195 1.47067
H -4.81824 -3.68473 0.38627
H 3.92153 2.22997 -0.20087
H -3.66253 3.62470 -4.02719
H 4.24939 -5.29300 -0.82610
H -0.38773 -0.43230 -1.12215
H -5.39893 5.55633 -2.23217
H 2.93303 -5.26875 -1.98748
H -5.81838 -1.71266 -3.92070
H -0.54070 -1.14337 4.28203
H -3.77607 -3.53947 3.45197
H -4.93205 1.94746 0.87538
H -0.81539 -7.25388 -4.96046
H 1.48300 5.67641 -3.16905
*
```

Output
- Orbital gap: 7.9 eV
- Lowest unoccupied orbital energy: -0.7668 eV


Most stable of them? version P.